The following is a DFT calculation (wB97M-V/def2-TZVPD) of a single C3H2BrCl3O molecule in a non-equilibrium geometry.

## Properties
Kohn-Sham gap = 10.7 eV
Relative energy (zero: lowest compared OMol25 entry of this formula, charge and spin) = 0.0 kJ/mol

Last column: natural (NBO) charge in e.
Element x y z (Å)
1 O -1.658 -0.080 -1.315  -0.45
2 C -1.461 -0.026 -0.176  0.51
3 Cl -2.888 -0.210 0.811  -0.05
4 C -0.192 0.097 0.586  -0.34
5 Cl -0.111 1.826 0.980  0.05
6 C 1.160 -0.346 -0.371  -0.27
7 Cl 1.210 0.764 -1.853  -0.03
8 Br 2.776 -0.083 0.710  0.05
9 H -0.166 -0.603 1.486  0.27
10 H 1.331 -1.340 -0.857  0.26

---

The following is a DFT calculation (wB97M-V/def2-TZVPD) of a single C4H4ClNO2S molecule in a non-equilibrium geometry.

## Properties
Kohn-Sham gap (spin up / spin down) = 7.5 / 7.5 eV
Relative energy (zero: lowest compared OMol25 entry of this formula, charge and spin) = 232.6 kJ/mol

Last column: natural (NBO) charge in e.
Element x y z (Å)
1 C -2.785 -0.326 -0.107  0.23
2 C -0.686 0.490 0.606  0.24
3 C 2.318 -0.021 -1.027  -0.72
4 C -1.501 -0.587 0.377  0.10
5 N -3.751 0.007 -0.600  -0.28
6 O 0.377 0.315 1.390  -0.74
7 O -1.067 -1.858 0.606  -0.67
8 S 2.094 0.675 0.445  0.73
9 Cl -1.072 2.111 0.040  -0.01
10 H 3.079 -0.810 -0.983  0.23
11 H 1.890 0.320 -1.965  0.25
12 H -0.137 -1.944 1.158  0.52
13 H 1.240 1.626 0.062  0.14

---

The following is a DFT calculation (wB97M-V/def2-TZVPD) of a molecular structure, C17H21BrILiN5.

## Properties
Total charge = +1
Kohn-Sham gap = 9.1 eV
Relative energy (zero: lowest compared OMol25 entry of this formula, charge and spin) = 4.4 kJ/mol

Last column: natural (NBO) charge in e.
Element x y z (Å)
1 Li -0.262 0.412 0.309  0.90
2 I -4.696 -2.773 1.841  0.20
3 C -2.897 -2.733 0.768  -0.18
4 C -2.554 -3.754 -0.105  -0.18
5 C -1.353 -3.652 -0.789  -0.23
6 C -0.552 -2.542 -0.581  0.04
7 N -0.882 -1.559 0.260  -0.52
8 C -2.036 -1.662 0.922  0.01
9 H -3.205 -4.606 -0.246  0.24
10 H -1.045 -4.427 -1.476  0.24
11 H 0.393 -2.437 -1.099  0.21
12 H -2.286 -0.854 1.600  0.20
13 Br 0.501 6.300 2.867  0.12
14 C 0.705 4.572 2.134  -0.02
15 C 0.870 3.477 2.965  -0.29
16 C 0.963 2.228 2.376  0.05
17 N 0.914 2.027 1.058  -0.53
18 C 0.801 3.102 0.275  0.07
19 C 0.685 4.392 0.760  -0.29
20 H 0.924 3.599 4.037  0.25
21 H 1.096 1.345 2.991  0.21
22 H 0.809 2.923 -0.794  0.21
23 H 0.584 5.231 0.086  0.25
24 C -3.356 4.797 1.297  -0.42
25 C -3.182 3.549 2.138  -0.21
26 N -2.294 2.655 1.410  -0.61
27 C -2.400 2.438 0.057  0.64
28 N -1.757 1.412 -0.437  -0.75
29 C -1.875 1.170 -1.876  -0.23
30 C -1.998 2.472 -2.650  -0.42
31 C -3.219 3.194 -2.115  -0.20
32 N -3.114 3.337 -0.667  -0.44
33 C -3.916 4.392 -0.053  -0.20
34 H -2.382 5.271 1.162  0.21
35 H -4.024 5.509 1.780  0.24
36 H -4.153 3.078 2.328  0.19
37 H -2.725 3.785 3.098  0.22
38 H -1.945 1.856 1.908  0.39
39 H -2.758 0.551 -2.074  0.19
40 H -1.002 0.598 -2.203  0.19
41 H -2.093 2.294 -3.721  0.23
42 H -1.110 3.085 -2.476  0.20
43 H -4.126 2.639 -2.378  0.19
44 H -3.304 4.192 -2.545  0.21
45 H -4.956 4.061 0.051  0.19
46 H -3.914 5.249 -0.728  0.21

---

The following is a DFT calculation (wB97M-V/def2-TZVPD) of a molecular structure, C8H24NO6PdZn in a non-equilibrium geometry.

## Properties
Total charge = +3
Expectation value of S² = 2.00
Kohn-Sham gap (spin up / spin down) = 7.1 / 4.4 eV
2S+1 = 3

Last column: Mulliken spin population.
Element x y z (Å)
1 Zn 0.272 -0.633 -0.354  0.00
2 Pd -3.329 1.314 -0.265  1.60
3 O -1.391 0.592 -0.020  0.19
4 H -0.880 1.417 -0.077  0.00
5 C 1.226 0.299 3.143  0.00
6 C 1.625 -0.904 2.305  0.00
7 C 2.161 -2.072 3.139  0.00
8 O 2.158 -3.189 2.302  0.00
9 C 2.466 -4.416 2.963  0.00
10 N 0.477 -1.418 1.457  0.01
11 H 2.104 0.828 3.502  0.00
12 H 0.586 -0.059 3.954  0.00
13 H 0.635 1.025 2.578  0.00
14 H 2.480 -0.666 1.661  0.00
15 H 1.495 -2.203 4.010  0.00
16 H 3.137 -1.787 3.547  0.00
17 H 3.534 -4.506 3.150  0.00
18 H 2.078 -5.239 2.368  0.00
19 H 1.938 -4.520 3.919  0.00
20 H 0.721 -2.425 1.372  0.00
21 H -0.316 -1.439 2.102  0.00
22 C 1.341 1.904 -1.403  0.00
23 C 1.455 0.925 -2.558  0.00
24 O 0.605 -0.229 -2.265  0.00
25 O 1.550 1.125 -0.203  0.00
26 H 0.426 2.498 -1.395  0.00
27 H 2.178 2.600 -1.459  0.00
28 H 2.490 0.585 -2.547  0.00
29 H 1.239 1.360 -3.530  0.00
30 H 0.113 -0.446 -3.064  0.00
31 H 2.451 1.292 0.096  0.00
32 C -3.438 2.486 -3.130  0.00
33 C -4.333 1.296 -2.992  0.00
34 O -3.631 0.317 -2.193  0.08
35 O -3.070 2.898 -1.775  0.08
36 H -3.979 3.310 -3.599  0.01
37 H -2.545 2.295 -3.726  0.00
38 H -4.559 0.899 -3.982  0.01
39 H -5.284 1.627 -2.567  0.00
40 H -3.529 -0.515 -2.669  0.01
41 H -2.657 3.772 -1.796  0.00